(1)
Molecular formula: C23H24N2O5
Method: DFT, the ωB97M-V functional and the def2-TZVPD basis

## Properties
Kohn-Sham gap = 8.612 eV
energy relative to the best compared isomer or geometry (same formula, charge and spin) = 329.9 kJ/mol
structure (SMILES) = COc1ccccc1NNC(=O)C(O)(c1ccccc1OC)c1ccccc1OC

ORCA input file:
```
! wB97M-V def2-TZVPD RIJCOSX def2/J DEFGRID3
* xyz 0 1
C -6.338 -0.106 -0.055
O -4.949 -0.063 0.156
C -4.313 1.146 0.049
C -4.934 2.354 -0.215
C -4.185 3.520 -0.309
C -2.816 3.483 -0.141
C -2.183 2.279 0.125
C -2.915 1.106 0.220
N -2.332 -0.118 0.564
N -0.983 -0.303 0.251
C -0.586 -1.023 -0.802
O -1.344 -1.577 -1.581
C 0.944 -1.187 -0.974
O 1.127 -1.902 -2.177
C 1.427 -1.996 0.224
C 1.611 -3.361 0.083
C 2.066 -4.139 1.133
C 2.349 -3.545 2.346
C 2.163 -2.183 2.512
C 1.691 -1.403 1.468
O 1.446 -0.055 1.592
C 2.055 0.646 2.653
C 1.623 0.169 -1.116
C 0.900 1.238 -1.631
C 1.467 2.490 -1.782
C 2.786 2.694 -1.420
C 3.535 1.631 -0.951
C 2.976 0.365 -0.814
O 3.785 -0.633 -0.316
C 4.194 -1.598 -1.269
H -6.604 0.237 -1.060
H -6.620 -1.153 0.055
H -6.876 0.492 0.689
H -6.002 2.403 -0.355
H -4.685 4.454 -0.518
H -2.232 4.387 -0.218
H -1.110 2.251 0.247
H -2.892 -0.907 0.249
H -0.302 0.093 0.890
H 0.227 -2.117 -2.496
H 1.414 -3.810 -0.879
H 2.205 -5.201 0.996
H 2.716 -4.135 3.173
H 2.387 -1.734 3.467
H 1.587 0.409 3.614
H 1.905 1.701 2.429
H 3.125 0.433 2.698
H -0.131 1.090 -1.922
H 0.875 3.302 -2.177
H 3.237 3.670 -1.518
H 4.573 1.760 -0.682
H 3.352 -1.980 -1.848
H 4.935 -1.166 -1.953
H 4.648 -2.408 -0.702
*
```

---

(2)
Molecular formula: C17H50INO9PS6
Method: DFT, the ωB97M-V functional and the def2-TZVPD basis

## Properties
Kohn-Sham gap = 7.858 eV

ORCA input file:
```
! wB97M-V def2-TZVPD RIJCOSX def2/J DEFGRID3
* xyz 1 1
C 3.822 1.006 -1.569
C 2.643 0.234 -2.113
O 2.594 -1.066 -1.554
C 1.300 -1.556 -1.343
C 0.692 -1.025 -0.034
O -0.638 -0.589 -0.117
C -0.711 0.630 -0.752
N -2.106 1.084 -0.644
P -3.324 0.224 -1.757
O -2.465 -1.039 -2.209
I -3.336 1.668 -3.708
H 3.567 1.337 -0.568
H 4.690 0.363 -1.566
H 3.964 1.895 -2.170
H 1.743 0.818 -1.916
H 2.732 0.159 -3.196
H 0.632 -1.413 -2.193
H 1.405 -2.629 -1.239
H 1.326 -0.222 0.338
H 0.742 -1.816 0.700
H -0.477 0.568 -1.815
H -0.036 1.351 -0.291
H -2.457 1.087 0.317
H -2.113 2.061 -0.948
H -2.964 -1.812 -1.886
C 1.169 1.936 4.568
S 1.252 0.854 3.141
O 0.714 1.622 1.972
C -0.063 -0.247 3.679
H 1.887 2.739 4.420
H 0.164 2.349 4.655
H 1.430 1.370 5.462
H -0.977 0.333 3.816
H 0.217 -0.748 4.608
H -0.219 -0.991 2.900
C 1.193 -4.474 3.884
S 0.693 -4.425 5.611
O 0.065 -3.095 5.843
C 2.356 -4.345 6.283
H 0.290 -4.486 3.275
H 1.788 -3.591 3.649
H 1.768 -5.381 3.699
H 2.870 -3.470 5.884
H 2.894 -5.256 6.024
H 2.275 -4.264 7.364
C -3.133 -4.207 0.201
S -2.985 -4.975 -1.422
O -3.782 -4.131 -2.358
C -3.958 -6.426 -1.013
H -2.622 -3.245 0.169
H -4.187 -4.060 0.439
H -2.659 -4.843 0.948
H -4.954 -6.120 -0.692
H -3.455 -6.984 -0.224
H -4.032 -7.041 -1.907
C 6.974 4.281 0.522
S 6.946 4.321 -1.274
O 5.619 3.800 -1.698
C 8.131 2.990 -1.509
H 6.260 5.018 0.883
H 6.688 3.288 0.870
H 7.973 4.537 0.874
H 7.766 2.086 -1.021
H 9.094 3.287 -1.094
H 8.231 2.818 -2.578
C -4.057 1.939 3.978
S -3.939 0.839 2.567
O -4.339 1.619 1.355
C -5.322 -0.208 3.021
H -3.299 2.712 3.867
H -5.046 2.393 4.002
H -3.873 1.372 4.890
H -6.223 0.399 3.109
H -5.100 -0.704 3.965
H -5.454 -0.951 2.237
C -2.920 3.884 -9.260
S -3.279 3.523 -7.538
O -4.002 4.692 -6.979
C -1.573 3.642 -6.975
H -3.863 3.906 -9.800
H -2.430 4.854 -9.332
H -2.282 3.101 -9.669
H -1.179 4.630 -7.212
H -0.977 2.867 -7.458
H -1.561 3.491 -5.898
*
```

---

(3)
Molecular formula: C28H52AlN2O4S2
Method: DFT, the ωB97M-V functional and the def2-TZVPD basis

## Properties
Kohn-Sham gap = 4.835 eV

ORCA input file:
```
! wB97M-V def2-TZVPD RIJCOSX def2/J DEFGRID3
* xyz -1 1
C -4.460 1.106 -3.827
C -4.022 0.798 -2.386
C -5.031 1.297 -1.335
C -5.647 0.175 -0.528
N -4.689 -0.555 0.329
C -4.121 0.285 1.392
C -2.938 -0.394 2.119
C -3.364 -1.288 3.285
C -2.348 -1.497 4.427
Al -0.823 -2.729 3.883
O -0.071 -2.087 2.331
C 0.654 -2.791 5.307
C 2.033 -3.222 4.746
C 3.221 -2.422 5.321
C 4.245 -1.861 4.339
C 3.731 -0.890 3.256
C 4.022 -1.342 1.818
C 4.374 -0.176 0.878
C 3.325 0.223 -0.182
C 3.848 -0.165 -1.562
O 2.922 0.044 -2.624
C 2.963 1.391 -3.078
C -5.410 -1.679 0.838
S -6.605 -1.612 1.932
S -4.936 -3.294 0.271
C -4.894 -3.182 -1.549
C -5.855 -4.172 -2.193
C -5.961 -3.883 -3.702
H -5.050 2.020 -3.863
H -5.094 0.308 -4.210
H -3.603 1.253 -4.480
H -3.797 -0.260 -2.277
H -3.081 1.327 -2.239
H -4.560 2.061 -0.720
H -5.848 1.799 -1.852
H -6.056 -0.532 -1.247
H -6.487 0.539 0.074
H -4.871 0.611 2.117
H -3.720 1.196 0.950
H -2.400 -0.960 1.361
H -2.265 0.383 2.487
H -4.332 -0.959 3.667
H -3.537 -2.282 2.858
H -2.935 -1.899 5.253
H -1.955 -0.515 4.722
H -1.364 -4.232 3.633
H 0.035 -1.135 2.488
H 0.374 -3.494 6.094
H 0.753 -1.807 5.772
H 2.177 -4.255 5.062
H 2.050 -3.220 3.655
H 3.790 -3.135 5.925
H 2.901 -1.635 6.001
H 4.950 -1.295 4.953
H 4.813 -2.675 3.890
H 2.682 -0.640 3.407
H 4.293 0.033 3.404
H 3.182 -1.929 1.448
H 4.894 -1.993 1.838
H 4.627 0.710 1.455
H 5.275 -0.460 0.331
H 3.212 1.307 -0.168
H 2.344 -0.202 0.014
H 4.761 0.405 -1.767
H 4.134 -1.218 -1.541
H 1.979 1.716 -3.403
H 3.281 2.039 -2.267
H 3.666 1.512 -3.910
H -3.873 -3.364 -1.872
H -5.167 -2.176 -1.854
H -6.824 -4.142 -1.704
H -5.438 -5.168 -2.048
H -5.931 -4.813 -4.266
H -6.912 -3.409 -3.925
H -5.133 -3.268 -4.043
C 6.683 6.835 -4.772
C 5.410 6.616 -5.281
C 4.486 5.887 -4.550
C 4.855 5.391 -3.314
C 6.119 5.593 -2.794
C 7.037 6.321 -3.532
N 3.871 4.633 -2.526
O 2.773 4.452 -3.019
O 4.215 4.233 -1.430
H 7.401 7.408 -5.343
H 5.136 7.015 -6.247
H 3.495 5.713 -4.941
H 6.388 5.193 -1.828
H 8.030 6.489 -3.138
*
```

---

Calculated total energy values (in Eh) by entry order: -1376.51641; -4437.41430; -2547.27656.